# 1
C29H41Cl2N2O2PdSbSi3 | wB97M-V/def2-TZVPD

Last column: Mulliken charge in e.
Element x y z (Å)
Pd (-1.085, 1.512, 0.183)  0.048
C (-0.602, -3.094, 0.445)  -1.240
Sb (-0.010, -1.013, 0.628)  0.104
C (-1.772, -0.485, -0.573)  0.290
C (-1.864, -0.032, -1.958)  0.055
C (-2.467, -0.728, -3.010)  -0.483
C (-2.580, -0.109, -4.240)  -0.693
C (-2.105, 1.188, -4.402)  -0.947
C (-1.533, 1.816, -3.311)  -0.489
N (-1.407, 1.220, -2.129)  0.419
Si (-3.399, -0.694, 0.322)  0.753
C (-4.537, 0.711, -0.180)  -1.095
C (-4.273, -2.295, -0.157)  -1.237
C (-3.153, -0.708, 2.181)  -0.905
C (1.985, -1.006, -0.352)  2.635
C (2.253, 0.412, -0.775)  -1.834
C (3.551, 0.869, -1.043)  -0.850
C (3.756, 2.176, -1.431)  -0.870
C (2.663, 3.026, -1.553)  -1.399
C (1.417, 2.505, -1.274)  -0.502
N (1.215, 1.241, -0.898)  1.250
Si (3.148, -1.403, 1.138)  0.780
C (3.171, 0.080, 2.280)  -0.936
C (2.580, -2.879, 2.155)  -1.311
C (4.920, -1.815, 0.639)  -1.176
Si (2.192, -2.158, -1.852)  0.106
C (0.727, -2.021, -3.004)  -0.858
C (2.422, -3.953, -1.351)  -1.037
C (3.697, -1.694, -2.881)  -1.245
H (-1.544, -3.174, 0.986)  0.325
H (0.123, -3.763, 0.893)  0.464
H (-0.772, -3.348, -0.599)  0.335
H (-2.831, -1.734, -2.850)  0.437
H (-3.040, -0.630, -5.070)  0.463
H (-2.185, 1.704, -5.348)  0.460
H (-1.162, 2.833, -3.378)  0.439
H (-4.753, 0.671, -1.250)  0.283
H (-4.123, 1.696, 0.041)  0.154
H (-5.487, 0.614, 0.353)  0.449
H (-4.459, -2.349, -1.232)  0.306
H (-5.243, -2.355, 0.345)  0.411
H (-3.699, -3.180, 0.125)  0.361
H (-2.833, 0.261, 2.569)  0.070
H (-2.420, -1.444, 2.522)  0.294
H (-4.109, -0.963, 2.647)  0.443
H (4.391, 0.194, -0.960)  0.441
H (4.759, 2.529, -1.637)  0.481
H (2.772, 4.059, -1.852)  0.459
H (0.526, 3.120, -1.347)  0.421
H (2.166, 0.380, 2.589)  0.054
H (3.643, 0.951, 1.820)  0.300
H (3.738, -0.169, 3.181)  0.440
H (1.622, -2.733, 2.655)  0.344
H (3.328, -3.007, 2.944)  0.470
H (2.544, -3.809, 1.589)  0.361
H (5.528, -0.925, 0.467)  0.364
H (4.994, -2.453, -0.243)  0.321
H (5.379, -2.358, 1.469)  0.478
H (-0.178, -2.460, -2.585)  0.148
H (0.947, -2.540, -3.941)  0.555
H (0.510, -0.976, -3.242)  0.169
H (1.580, -4.359, -0.797)  0.329
H (3.326, -4.108, -0.759)  0.265
H (2.530, -4.548, -2.263)  0.443
H (3.589, -0.703, -3.326)  0.364
H (3.774, -2.416, -3.698)  0.409
H (4.639, -1.717, -2.332)  0.301
Cl (-3.333, 5.414, 5.990)  -0.243
C (-2.502, 4.451, 4.803)  0.224
C (-1.606, 3.462, 5.236)  -0.612
C (-0.938, 2.695, 4.324)  0.441
Cl (0.166, 1.479, 4.874)  -0.198
C (-1.116, 2.836, 2.908)  -0.217
O (-0.450, 2.097, 2.114)  -0.584
C (-2.040, 3.853, 2.513)  1.116
C (-2.296, 4.186, 1.138)  -0.387
O (-1.924, 3.599, 0.121)  -0.546
C (-2.705, 4.649, 3.470)  -1.059
H (-1.441, 3.307, 6.293)  0.449
H (-2.904, 5.095, 0.998)  0.291
H (-3.389, 5.420, 3.135)  0.380

Results
2S+1: 3
<S²>: 2.01
Kohn-Sham gap (spin up / spin down): 7.174 / 6.704 eV
HOMO energy (spin up / spin down): -7.019 / -7.654 eV

# 2
C29H41Cl2N5OP2Pt | wB97M-V/def2-TZVPD

Last column: Mulliken charge in e.
Element x y z (Å)
Pt (-0.185, 0.816, -0.446)  1.935
C (-1.236, 0.648, 2.877)  -1.162
P (0.221, 0.605, 1.777)  0.665
C (0.722, -1.156, 1.906)  -0.059
N (1.520, -1.556, 2.855)  -0.260
C (1.828, -2.882, 2.884)  0.146
C (2.724, -3.364, 3.868)  -0.560
C (3.025, -4.692, 3.905)  -0.560
C (2.447, -5.594, 2.972)  -0.566
C (1.581, -5.151, 2.019)  -0.560
C (1.258, -3.774, 1.956)  0.070
N (0.401, -3.335, 0.994)  -0.174
C (0.160, -2.055, 0.945)  -0.304
P (-0.939, -1.345, -0.368)  0.374
C (-2.582, -1.827, 0.266)  -1.525
C (-0.729, -2.432, -1.858)  1.871
C (-1.530, -1.782, -2.992)  -1.468
C (-1.247, -3.862, -1.666)  -1.742
C (0.755, -2.462, -2.231)  -1.838
C (1.459, 1.656, 2.657)  1.935
C (2.835, 1.477, 2.010)  -1.768
C (1.002, 3.110, 2.452)  -1.680
C (1.539, 1.371, 4.161)  -1.759
H (-0.994, 0.218, 3.849)  0.503
H (-2.041, 0.067, 2.433)  0.140
H (-1.576, 1.672, 3.029)  0.271
H (3.149, -2.659, 4.568)  0.473
H (3.709, -5.071, 4.652)  0.423
H (2.702, -6.643, 3.027)  0.420
H (1.129, -5.819, 1.298)  0.479
H (-2.569, -2.868, 0.587)  0.424
H (-3.335, -1.711, -0.512)  0.406
H (-2.862, -1.202, 1.111)  0.239
H (-2.604, -1.783, -2.790)  0.346
H (-1.376, -2.360, -3.906)  0.541
H (-1.216, -0.759, -3.183)  0.094
H (-2.327, -3.886, -1.520)  0.380
H (-0.766, -4.366, -0.832)  0.212
H (-1.038, -4.426, -2.578)  0.533
H (1.183, -1.458, -2.272)  0.298
H (0.862, -2.919, -3.216)  0.580
H (1.335, -3.049, -1.520)  0.326
H (2.829, 1.757, 0.959)  0.311
H (3.192, 0.451, 2.089)  0.333
H (3.541, 2.120, 2.539)  0.570
H (0.880, 3.343, 1.391)  0.221
H (1.772, 3.776, 2.847)  0.540
H (0.075, 3.333, 2.986)  0.289
H (1.795, 0.335, 4.370)  0.236
H (0.609, 1.617, 4.676)  0.372
H (2.315, 2.013, 4.581)  0.517
Cl (4.981, 0.245, -1.886)  -0.128
C (3.693, 0.692, -2.890)  0.497
C (3.882, 0.841, -4.255)  -0.726
C (2.828, 1.204, -5.068)  0.850
Cl (3.106, 1.387, -6.740)  -0.181
C (1.495, 1.421, -4.552)  0.036
C (0.403, 1.761, -5.360)  -0.981
C (-0.825, 1.928, -4.767)  -0.828
C (-0.946, 1.734, -3.395)  -0.394
N (0.070, 1.408, -2.604)  -0.456
C (1.288, 1.271, -3.176)  0.848
C (2.407, 0.931, -2.275)  -0.593
O (2.223, 0.862, -1.061)  -0.302
H (4.859, 0.677, -4.685)  0.496
H (0.530, 1.887, -6.425)  0.456
H (-1.696, 2.189, -5.350)  0.466
H (-1.909, 1.821, -2.908)  0.438
N (-5.413, 3.618, 1.249)  -0.309
C (-4.086, 4.059, 0.643)  -0.620
C (-3.180, 2.858, 0.385)  -0.311
N (-1.900, 3.227, -0.173)  -0.413
H (-6.036, 4.413, 1.414)  0.372
H (-5.275, 3.147, 2.147)  0.348
H (-5.908, 2.964, 0.637)  0.355
H (-3.654, 4.758, 1.357)  0.391
H (-4.343, 4.598, -0.268)  0.390
H (-3.669, 2.149, -0.289)  0.312
H (-3.004, 2.319, 1.319)  0.002
H (-1.349, 3.808, 0.446)  0.234
H (-1.973, 3.684, -1.073)  0.260

Results
2S+1: 3
Charge: +2
<S²>: 2.05
Kohn-Sham gap (spin up / spin down): 5.451 / 5.886 eV
HOMO energy (spin up / spin down): -11.057 / -12.595 eV

# 3
C29H41F5IrOP2 | wB97M-V/def2-TZVPD

Last column: Mulliken charge in e.
Element x y z (Å)
Ir (0.109, -0.606, -1.108)  0.122
C (-0.838, -2.056, 0.285)  0.478
C (0.495, -2.485, -0.083)  0.602
C (0.672, -0.585, 1.255)  0.509
C (-0.711, -0.891, 1.119)  0.422
C (1.423, -1.539, 0.492)  0.488
C (-2.102, -2.805, 0.024)  -1.544
H (-2.036, -3.407, -0.883)  0.320
H (-2.953, -2.122, -0.059)  0.409
H (-2.304, -3.477, 0.866)  0.366
C (-1.815, -0.157, 1.793)  -0.973
H (-2.792, -0.471, 1.425)  0.330
H (-1.696, 0.927, 1.643)  -0.044
H (-1.771, -0.347, 2.874)  0.418
C (1.218, 0.517, 2.090)  -1.044
H (1.103, 0.269, 3.154)  0.401
H (0.655, 1.441, 1.909)  -0.053
H (2.280, 0.694, 1.893)  0.356
C (2.910, -1.665, 0.470)  -1.575
H (3.231, -2.224, 1.358)  0.378
H (3.395, -0.684, 0.513)  0.349
H (3.260, -2.202, -0.413)  0.353
C (0.856, -3.762, -0.764)  -1.454
H (1.047, -4.553, -0.027)  0.347
H (1.759, -3.643, -1.367)  0.371
H (0.051, -4.098, -1.415)  0.388
C (-1.588, 1.279, -5.690)  -0.320
C (-1.784, -0.024, -5.939)  -1.015
C (-1.023, -0.814, -6.955)  -0.680
C (0.475, -0.441, -7.118)  -1.138
C (1.192, -0.031, -5.864)  0.017
C (1.387, 1.266, -5.551)  -0.666
C (0.687, 2.407, -6.229)  -1.115
C (-0.804, 2.184, -6.605)  -0.920
H (-1.508, -0.724, -7.942)  0.377
H (0.552, 0.338, -7.892)  0.295
H (-1.078, -1.883, -6.702)  0.383
H (-0.866, 1.844, -7.648)  0.365
H (-2.117, 1.786, -4.871)  0.764
H (-2.668, -0.532, -5.531)  0.939
H (-1.294, 3.176, -6.606)  0.415
H (0.734, 3.282, -5.560)  0.318
H (2.163, 1.591, -4.854)  1.142
H (1.230, 2.718, -7.141)  0.416
H (0.995, -1.319, -7.552)  0.443
H (1.622, -0.856, -5.291)  0.339
P (-1.479, 0.482, -2.263)  0.735
C (-2.791, 1.413, -1.516)  -0.636
C (-1.899, -1.058, -3.118)  -0.724
P (1.415, 0.913, -2.093)  0.898
C (-0.127, 1.542, -2.954)  1.045
C (2.716, -0.063, -2.868)  -1.220
C (2.054, 2.238, -1.077)  -0.803
H (-2.384, 1.987, -0.668)  -0.174
H (-3.566, 0.719, -1.155)  0.467
H (-3.232, 2.098, -2.254)  0.414
H (-1.505, -1.021, -4.137)  -0.209
H (-2.993, -1.163, -3.111)  0.549
H (-1.419, -1.918, -2.620)  0.132
H (2.335, 3.061, -1.749)  0.469
H (2.936, 1.881, -0.527)  0.455
H (1.289, 2.578, -0.365)  -0.185
H (-0.286, 2.607, -2.726)  0.332
H (-0.061, 1.368, -4.032)  -1.664
H (3.679, 0.253, -2.438)  0.447
H (2.723, 0.086, -3.950)  0.502
H (2.540, -1.126, -2.654)  0.160
F (-1.361, 7.729, 2.361)  -0.220
C (-1.230, 6.456, 1.954)  0.587
C (-1.026, 6.190, 0.591)  -0.042
F (-0.956, 7.206, -0.290)  -0.248
C (-0.885, 4.888, 0.168)  0.019
F (-0.683, 4.611, -1.142)  -0.209
C (-0.925, 3.799, 1.092)  0.474
O (-0.759, 2.609, 0.694)  -0.380
C (-1.144, 4.117, 2.470)  0.336
F (-1.185, 3.111, 3.365)  -0.227
C (-1.293, 5.420, 2.880)  0.083
F (-1.487, 5.701, 4.188)  -0.246

Results
2S+1: 6
Charge: +2
<S²>: 8.80
Kohn-Sham gap (spin up / spin down): 5.098 / 6.195 eV
HOMO energy (spin up / spin down): -10.163 / -14.187 eV

Across the entries above, molar mass takes the values 833.0, 803.6, 754.8 g mol⁻¹, respectively.
Across the entries above, DFT total energy takes the values -3546.684014, -3200.619160, -2490.383879 a.u., respectively.
Across the entries above, energy relative to the best compared isomer or geometry (same formula, charge and spin) takes the values 0.00, 13.64, 36.27 kcal per mole, respectively.